Record 1
Here is C20H45As3N4OPd as an isolated structure from OMol25. Energies are from ωB97M-V with the def2-TZVPD basis set.

E = -7917.0161 Ha
energy relative to the best compared isomer or geometry (same formula, charge and spin) = 22.8 kJ/mol
maximum force = 0.30 eV/A
HOMO level (spin up / spin down) = -18.754 / -19.231 eV
net charge = +4
2S+1 = 5

Last column: Mulliken spin population.
Cartesian coordinates (Å):
Pd 0.34390 0.10198 0.13897  1.257
C -1.51328 -3.17348 0.54882  0.009
As -0.74118 -1.97509 -0.76127  0.237
C -2.19532 -1.58839 -1.98150  0.021
C 0.46687 -3.17771 -1.75403  0.030
C 1.49980 -2.54623 -2.71052  -0.043
C 0.90123 -1.35672 -3.47373  -0.004
C 2.76470 -2.09553 -1.96106  0.032
As 2.60761 -0.67936 -0.59041  0.204
C 3.82117 0.69946 -1.20328  0.022
C 3.48165 -1.45742 0.95455  0.011
C 1.88934 -3.55907 -3.82752  0.096
As 2.82119 -5.26255 -3.52454  0.834
C 2.36126 -6.26130 -1.94331  0.020
C 4.72299 -5.15368 -3.79426  0.028
H -1.97001 -4.02196 0.03812  0.009
H -2.28234 -2.64429 1.10860  0.001
H -0.74417 -3.53003 1.23140  0.003
H -2.43885 -2.49283 -2.53974  0.005
H -1.92268 -0.78828 -2.66400  0.002
H -3.06950 -1.28986 -1.40468  0.001
H -0.21667 -3.82948 -2.30614  -0.004
H 0.96005 -3.79986 -1.00151  0.006
H 0.59668 -0.55953 -2.78955  -0.009
H 0.02726 -1.65588 -4.05429  0.000
H 1.63069 -0.93850 -4.16950  0.003
H 3.48966 -1.69846 -2.67652  0.005
H 3.24116 -2.93661 -1.44749  -0.012
H 4.77127 0.24231 -1.48060  0.008
H 3.99176 1.41936 -0.40475  0.001
H 3.39939 1.20785 -2.06843  0.003
H 4.50842 -1.72080 0.69838  0.010
H 2.94790 -2.35019 1.27719  0.005
H 3.49865 -0.72908 1.76345  0.008
H 2.53301 -3.05871 -4.55575  -0.007
H 0.98296 -3.84292 -4.36806  -0.007
H 1.28147 -6.37004 -1.87360  0.002
H 2.76095 -5.75991 -1.06003  0.034
H 2.82104 -7.24557 -2.03004  0.000
H 4.92462 -4.56338 -4.68582  0.000
H 5.10649 -6.16493 -3.92509  0.000
H 5.18914 -4.69848 -2.91821  0.036
C -0.69365 4.06128 -3.71011  0.000
N -0.91090 3.03336 -2.68458  0.003
C -2.10612 2.74485 -2.08070  0.019
C -1.85733 1.76011 -1.17525  0.034
N -0.51381 1.45172 -1.22047  0.068
C 0.02233 2.24484 -2.14386  0.016
H -1.64403 4.27410 -4.19031  0.000
H 0.00520 3.68926 -4.45413  0.000
H -0.30733 4.96697 -3.24885  0.000
H -3.01582 3.25724 -2.34430  0.001
H -2.54377 1.27371 -0.50280  -0.006
H 1.06006 2.27140 -2.43220  -0.001
C 0.82069 3.69912 4.73414  0.000
N 0.36807 2.83598 3.62576  0.080
C 0.34158 3.47659 2.30562  0.016
C 0.21651 1.52585 3.64534  -0.037
O 0.16504 0.77979 2.66721  0.011
N -0.00616 0.88823 4.94782  0.748
C 0.29831 -0.51012 5.08208  -0.001
C -0.71046 1.51916 6.04219  0.015
H 1.57113 4.37476 4.32925  0.002
H 1.29977 3.12087 5.51682  0.000
H -0.00276 4.29003 5.13130  0.003
H 0.17791 4.54096 2.44856  0.003
H -0.47130 3.06288 1.71292  -0.004
H 1.29272 3.32825 1.78988  0.008
H 0.89316 -0.85226 4.24508  0.006
H -0.64416 -1.06849 5.14083  0.050
H 0.80917 -0.65664 6.03978  0.034
H -1.32099 2.34320 5.68344  0.010
H 0.01960 1.89289 6.77181  0.049
H -1.31662 0.76554 6.54510  0.018


Record 2
Here is a 3-piece molecular cluster, C20H45BN5OP overall in a non-equilibrium geometry from OMol25. Energies are from ωB97M-V with the def2-TZVPD basis set.

E = -1504.2734 Ha
maximum force = 1.73 eV/A
HOMO level = -8.178 eV

Last column: Löwdin charge in e.
Cartesian coordinates (Å):
C 2.88718 -0.65768 1.27069  -0.055
N 2.51793 -0.03787 -0.01693  -0.059
C 2.29880 1.41356 0.08619  -0.054
B 1.59993 -0.76310 -0.81876  -0.576
O 1.92491 -2.07183 -1.20024  0.128
C 0.18399 -0.20483 -1.37958  -0.214
C 0.36411 0.83897 -2.39248  -0.213
N 0.66455 1.78422 -2.97336  0.176
C -0.81598 0.31374 -0.30518  -0.436
C -0.55733 -0.24229 1.01354  -0.277
N -0.41784 -0.71307 2.05400  0.196
P -2.54672 -0.18525 -0.85712  0.923
C -2.66927 -1.97291 -0.42144  -0.279
C -3.70228 0.62706 0.31635  -0.288
H 2.51588 -1.68073 1.30906  0.074
H 3.96763 -0.64104 1.41278  0.089
H 2.38698 -0.13517 2.08717  0.081
H 2.58578 1.88829 -0.85214  0.086
H 1.27123 1.69216 0.32441  0.076
H 2.97458 1.81355 0.84207  0.092
H 1.40029 -2.71828 -0.71114  0.101
H -0.29862 -1.04007 -1.89879  0.115
H -0.84966 1.40227 -0.28138  0.113
H -3.10600 -2.51977 -1.25480  0.030
H -1.68035 -2.38767 -0.21921  0.031
H -3.29990 -2.13563 0.45318  0.043
H -4.69176 0.18806 0.21209  0.042
H -3.74099 1.69399 0.09831  0.012
H -3.34120 0.51063 1.34291  0.041
C -6.54859 7.41073 -1.74379  -0.091
C -5.35292 6.47778 -1.62751  -0.276
N -5.66964 5.09306 -1.93126  -0.200
C -4.60355 4.17293 -1.57945  -0.261
C -3.27159 4.28430 -2.33231  -0.079
C -6.30679 4.86060 -3.21697  -0.247
C -5.56148 5.30490 -4.48320  -0.082
H -7.36430 7.08115 -1.09896  0.079
H -6.25738 8.41675 -1.43897  0.072
H -6.92098 7.47837 -2.76628  0.063
H -4.99122 6.51061 -0.59603  0.117
H -4.53735 6.87378 -2.25323  0.101
H -4.98015 3.15067 -1.68461  0.105
H -4.40000 4.30024 -0.51025  0.106
H -3.33194 3.86503 -3.33514  0.059
H -2.50259 3.71883 -1.79990  0.058
H -2.92198 5.31392 -2.40855  0.068
H -7.28072 5.35472 -3.20281  0.099
H -6.53618 3.79423 -3.28810  0.114
H -5.10498 6.28863 -4.36556  0.067
H -6.26285 5.36750 -5.31761  0.071
H -4.78298 4.60089 -4.77262  0.055
C 2.93498 -5.04708 3.18293  -0.090
C 4.08180 -5.06158 2.18376  -0.279
N 5.26851 -4.36256 2.64045  -0.200
C 6.25473 -4.16778 1.59084  -0.251
C 6.92358 -5.40651 0.98158  -0.085
C 5.78786 -4.78749 3.92950  -0.248
C 6.19476 -6.25853 4.09415  -0.083
H 2.65408 -4.02572 3.44517  0.076
H 2.06411 -5.53472 2.74209  0.072
H 3.17478 -5.58620 4.09985  0.064
H 3.73427 -4.56657 1.27177  0.112
H 4.28668 -6.10855 1.90787  0.101
H 7.03008 -3.49878 1.97454  0.111
H 5.76272 -3.61359 0.78521  0.107
H 7.67564 -5.83338 1.64383  0.055
H 7.43214 -5.12782 0.05662  0.070
H 6.20060 -6.18439 0.73444  0.065
H 5.03696 -4.55394 4.68771  0.099
H 6.63930 -4.14730 4.17394  0.114
H 5.46994 -6.93693 3.64205  0.067
H 6.25542 -6.50511 5.15604  0.071
H 7.17198 -6.46700 3.66142  0.054